Record 1
Formula: C3H7N2S
Source: the Open Molecules 2025 dataset
Level of theory: ωB97M-V with the def2-TZVPD basis set

Properties
charge = +1
energy = -625.7147 Eh
2S+1 = 1
HOMO level = -13.0080 eV

Positions of all 13 atoms, in Å:
1 C 1.06 1.36 0.62
2 C 1.69 -0.83 0.73
3 C -0.57 -0.02 -0.35
4 N -0.01 1.26 -0.03
5 N 0.22 -1.14 0.30
6 S -2.19 0.12 0.41
7 H 1.61 2.29 1.06
8 H 2.29 -0.77 -0.14
9 H -0.37 -0.20 -1.42
10 H -0.63 1.99 -0.39
11 H 0.32 -2.06 -0.20
12 H -0.34 -1.09 1.22
13 H -2.45 -1.11 -0.03

Record 2
Formula: C3H7N2S
Source: the Open Molecules 2025 dataset
Level of theory: ωB97M-V with the def2-TZVPD basis set

Properties
charge = +1
energy = -625.8990 Eh
2S+1 = 1
HOMO level = -13.4649 eV

Positions of all 13 atoms, in Å:
1 C 0.97 -1.85 1.06
2 C 1.58 -0.81 0.26
3 C -0.45 -1.54 -0.42
4 N -0.21 -2.22 0.78
5 N 0.50 -0.70 -0.70
6 S -0.37 2.60 -1.80
7 H 1.57 -2.24 1.96
8 H 1.77 0.15 0.79
9 H 2.48 -1.00 -0.29
10 H -1.32 -1.55 -1.14
11 H -1.43 2.53 -1.01
12 H 0.55 0.08 -1.32
13 H -0.54 3.80 -2.08

Record 3
Formula: C3H7N2S
Source: the Open Molecules 2025 dataset
Level of theory: ωB97M-V with the def2-TZVPD basis set

Properties
<S²> = 2.009
charge = +1
energy = -625.7151 Eh
2S+1 = 3
HOMO level (spin up / spin down) = -10.3128 / -14.5180 eV

Positions of all 13 atoms, in Å:
1 C 2.34 0.60 0.31
2 C -1.82 -0.50 0.15
3 C -2.38 -1.56 0.52
4 N -1.26 0.57 -0.19
5 N 1.18 1.16 0.46
6 S 2.65 -1.01 -0.22
7 H 3.22 1.22 0.72
8 H -3.25 -1.78 1.14
9 H -2.21 -2.46 -0.07
10 H 1.47 -1.34 -0.97
11 H -1.85 1.10 -0.66
12 H 1.29 2.09 0.83
13 H 0.11 0.82 -0.03

Record 4
Formula: C3H7N2S3
Source: the Open Molecules 2025 dataset
Level of theory: ωB97M-V with the def2-TZVPD basis set

Properties
charge = +1
energy = -1422.2233 Eh
2S+1 = 1
HOMO level = -13.0970 eV

Positions of all 15 atoms, in Å:
1 C 2.44 -0.78 1.57
2 C -1.18 0.07 0.42
3 C -2.57 1.06 -2.03
4 N 1.43 -0.61 0.60
5 N 2.03 -0.50 2.72
6 S -0.07 -0.51 1.47
7 S 1.40 -1.11 -1.02
8 S -1.05 0.66 -1.20
9 H 3.47 -0.96 1.39
10 H -2.16 0.05 0.78
11 H -3.25 1.49 -1.41
12 H -3.04 0.13 -2.47
13 H -2.32 1.62 -2.90
14 H 2.65 -0.53 3.53
15 H 2.21 -0.06 -1.42

Record 5
Formula: C3H7N3
Source: the Open Molecules 2025 dataset
Level of theory: ωB97M-V with the def2-TZVPD basis set

Properties
energy = -282.5939 Eh
2S+1 = 1
HOMO level (spin up / spin down) = -7.1278 / -7.1245 eV

Positions of all 13 atoms, in Å:
1 C 1.84 -0.33 -0.33
2 C -1.00 1.17 0.03
3 N -1.77 -1.22 0.00
4 C 0.71 0.17 0.52
5 N -0.56 0.00 0.00
6 N -1.71 2.16 0.15
7 H -1.35 -1.89 -0.65
8 H -1.66 -1.63 0.93
9 H -1.75 2.86 -0.58
10 H 0.81 0.09 1.60
11 H 2.80 0.01 0.07
12 H 1.75 0.03 -1.36
13 H 1.88 -1.43 -0.37

Record 6
Formula: C3H7N3
Source: the Open Molecules 2025 dataset
Level of theory: ωB97M-V with the def2-TZVPD basis set

Properties
energy = -282.6522 Eh
2S+1 = 1
HOMO level = -9.0737 eV

Positions of all 13 atoms, in Å:
1 C -0.06 -0.93 0.54
2 C -0.13 1.40 -0.30
3 N -0.40 -0.04 -0.54
4 N 1.66 -0.84 0.30
5 C -1.76 -0.46 -0.38
6 N -2.89 -0.64 -0.64
7 H 2.28 -0.07 0.55
8 H 1.81 -1.17 -0.66
9 H -0.20 -0.59 1.56
10 H -0.17 -2.00 0.34
11 H 0.45 1.59 0.60
12 H 0.45 1.77 -1.15
13 H -1.06 1.96 -0.22

Record 7
Formula: C3H7N3
Source: the Open Molecules 2025 dataset
Level of theory: ωB97M-V with the def2-TZVPD basis set

Properties
energy = -282.7074 Eh
2S+1 = 1
SMILES = C1=NCCNN1
HOMO level = -8.6392 eV

Positions of all 13 atoms, in Å:
1 C -0.76 1.10 0.27
2 C 0.78 1.16 -0.21
3 C 0.80 -1.07 0.14
4 H -1.30 2.05 0.00
5 H -0.59 1.02 1.36
6 H 0.82 1.28 -1.31
7 H 1.24 2.11 0.24
8 H 1.39 -2.01 0.27
9 H -0.78 -2.04 -0.61
10 H -2.23 -0.23 0.30
11 N 1.52 -0.05 0.03
12 N -0.60 -1.24 0.04
13 N -1.43 -0.04 -0.28

Record 8
Formula: C3H7N3
Source: the Open Molecules 2025 dataset
Level of theory: ωB97M-V with the def2-TZVPD basis set

Properties
charge = +2
energy = -282.0385 Eh
2S+1 = 1
HOMO level = -20.2522 eV

Positions of all 13 atoms, in Å:
1 C 0.49 0.42 0.14
2 C -1.96 0.25 -0.46
3 C 1.70 -0.25 -0.25
4 N -0.65 0.11 -0.34
5 N 2.91 -0.09 0.08
6 N -2.87 -0.28 0.33
7 H 0.68 1.21 0.92
8 H -2.07 1.07 -1.31
9 H 1.67 -1.33 -0.78
10 H 3.09 0.85 0.56
11 H 3.62 -0.75 -0.08
12 H -3.85 -0.17 0.21
13 H -2.78 -1.04 0.98